(1)
The following is a quantum chemistry calculation of a single C5H6O molecule, from the Open Molecules 2025 dataset.

Element x y z (Å)
O  0.3932  -0.4203  -2.4709
C  0.1058  -0.2195  -1.3143
C  -1.0015  -0.8454  -0.5478
C  -0.9525  -0.4708  0.7327
C  0.1983  0.4554  1.0417
C  0.9112  0.6185  -0.3066
H  -1.7269  -1.5120  -1.0002
H  -1.6934  -0.7553  1.4746
H  0.9389  0.0331  1.7279
H  -0.1682  1.3686  1.5254
H  1.1268  1.6533  -0.5911
H  1.8683  0.0944  -0.2713

Molar mass = 82.10 g/mol
E_tot = -269.3421 hartree
LUMO level = 0.0277 Ha
Energy relative to the best compared isomer or geometry (same formula, charge and spin) = 0.113 eV
Total charge = 0
SMILES string = O=C1C=CCC1
Gap between HOMO and LUMO = 10.3 eV

(2)
The following is a quantum chemistry calculation of 2 unconnected molecules or ions with the total composition C28H28N4O6, from the Open Molecules 2025 dataset.

Element x y z (Å)
C  5.2930  0.7901  -0.8693
N  3.8987  1.0616  -0.6462
C  3.3981  2.3350  -0.6803
O  4.0766  3.3459  -0.8200
C  1.8768  2.2112  -0.4764
C  1.1045  2.7899  -1.6581
C  1.3167  4.2836  -1.8094
C  1.7784  4.8052  -3.0211
C  2.0792  6.1646  -3.1241
C  1.8855  7.0110  -2.0254
C  1.3713  6.4957  -0.8325
C  1.0735  5.1341  -0.7236
N  1.6809  0.7570  -0.2996
C  0.4873  0.2121  -0.0093
C  0.2456  -1.1613  0.0439
C  -0.9234  -1.6907  0.6593
C  -1.1091  -3.1568  0.5689
C  -2.3830  -3.7791  0.7657
C  -2.5337  -5.1466  0.8331
C  -1.3961  -5.9533  0.6879
N  -1.5619  -7.3703  0.8350
O  -0.5693  -8.1271  0.7262
O  -2.7150  -7.8136  1.0736
C  -0.1206  -5.4078  0.4472
C  0.0078  -4.0315  0.4210
C  2.9317  -0.0098  -0.4827
C  2.8986  -0.8734  -1.7552
C  3.2923  -0.8597  0.7474
H  5.8224  1.7245  -1.0282
H  5.7312  0.2735  -0.0107
H  5.4424  0.1499  -1.7448
H  1.6381  2.7517  0.4632
H  1.4252  2.2705  -2.5788
H  0.0501  2.5424  -1.4631
H  1.9215  4.1223  -3.8652
H  2.4654  6.5523  -4.0646
H  2.1302  8.0694  -2.1079
H  1.2020  7.1464  0.0244
H  0.6721  4.7178  0.2049
H  -0.3315  0.8927  0.2143
H  1.0382  -1.8453  -0.3153
H  -1.1729  -1.1874  1.5888
H  -3.2616  -3.1534  0.8747
H  -3.5041  -5.6020  0.9909
H  0.7394  -6.0530  0.3027
H  1.0217  -3.6241  0.3552
H  2.8331  -0.2244  -2.6394
H  3.8147  -1.4713  -1.8159
H  2.0479  -1.5562  -1.7750
H  3.5421  -0.2013  1.5893
H  2.4617  -1.4965  1.0526
H  4.1532  -1.5016  0.5268
O  -2.8296  -0.9214  0.6194
C  -3.7194  -0.6384  1.5044
C  -4.9803  0.0341  1.1196
N  -5.1286  0.6629  -0.1672
O  -6.3127  0.7754  -0.5735
O  -4.1593  1.0864  -0.8096
C  -6.1344  -0.1496  1.8931
C  -6.0448  -0.6605  3.1790
C  -4.8027  -1.0673  3.7031
C  -3.6562  -1.0233  2.9000
H  -7.0869  0.1334  1.4464
H  -6.9525  -0.6906  3.7842
H  -4.7353  -1.4567  4.7252
H  -2.7238  -1.3976  3.3208

Molar mass = 516.55 g/mol
E_tot = -1753.9468 hartree
LUMO level = -0.0691 Ha
Energy relative to the best compared isomer or geometry (same formula, charge and spin) = 8.978 eV
Total charge = 0
Gap between HOMO and LUMO = 5.8 eV